*a*
Molecular formula: C3H6N2O2S
Method: DFT, the ωB97M-V functional and the def2-TZVPD basis

```
14
Properties=species:S:1:pos:R:3:nbo_charge:R:1
C 3.22498 -0.87607 -0.02029 -0.248
O 2.25410 0.16963 -0.01460 -0.407
N 0.99306 -0.34596 -0.05765 -0.137
C 0.08989 0.57303 0.01557 0.247
N 0.40499 1.89917 0.15437 -0.819
C -1.33250 0.10528 -0.00675 0.181
O -2.16520 1.16407 -0.12681 -0.672
S -1.92145 -1.40742 0.04846 -0.041
H 2.95764 -1.67283 -0.74242 0.195
H 3.35914 -1.34047 1.00975 0.182
H 4.12492 -0.36554 -0.35070 0.191
H 1.31012 2.10040 -0.22169 0.409
H -0.31957 2.58978 0.20046 0.411
H -3.08072 0.85185 -0.14766 0.507
```

The net charge is 0. Its spin multiplicity is 1. Its HOMO energy is -8.6341 eV. Its structure (SMILES) is CO/N=C(\N)C(O)=S. Its gap between HOMO and LUMO is 8.434 eV.

*b*
Molecular formula: C3H6N2O2S
Method: DFT, the ωB97M-V functional and the def2-TZVPD basis

```
14
Properties=species:S:1:pos:R:3:nbo_charge:R:1
C 1.47076 0.34764 0.12242 -0.419
N 0.51455 -0.61941 0.60035 -0.274
N 0.15407 -1.71590 -0.21038 -0.161
O -1.18134 -1.44017 -0.83310 -0.411
C -1.70455 -0.50300 0.07222 0.531
O -2.94816 -0.17234 -0.15456 -0.649
C -0.84750 0.01842 0.94291 -0.233
S -0.91710 1.17880 2.20164 0.065
H 1.84030 0.88535 0.86890 0.199
H 2.17900 -0.21843 -0.36387 0.197
H 0.96501 1.11968 -0.47173 0.178
H 0.84697 -1.74107 -0.97853 0.337
H -3.30805 -0.69173 -0.85471 0.500
H 0.39216 1.00977 2.48543 0.140
```

The net charge is 0. Its spin multiplicity is 1. Its HOMO energy is -7.3648 eV. Its structure (SMILES) is CN1NOC(O)=C1S. Its gap between HOMO and LUMO is 8.028 eV.

Which structure is most stable, and how do the rest compare? From most to least stable: *a*, *b*.

*a*
Molecular formula: C3H6N2O2S
Method: DFT, the ωB97M-V functional and the def2-TZVPD basis

```
14
Properties=species:S:1:pos:R:3:nbo_charge:R:1
O -2.26720 -1.41007 -0.06509 -0.408
N -1.92745 -0.32160 -0.36154 0.659
O -2.60841 0.41840 -1.01028 -0.429
N -0.71019 0.12566 0.01440 -0.272
C 0.21820 -0.80463 0.66543 -0.260
C 1.62095 -0.46317 0.15126 -0.524
S 1.63447 1.36619 0.34047 0.218
C 0.03103 1.39635 -0.44370 -0.356
H -0.13927 -1.79529 0.38727 0.244
H 0.15050 -0.73632 1.76385 0.209
H 2.45297 -0.92978 0.91764 0.252
H 1.77002 -0.64025 -0.89804 0.224
H 0.10289 1.46143 -1.46496 0.209
H -0.32851 2.33310 0.00330 0.234
```

The net charge is 0. Its spin multiplicity is 1. Its HOMO energy is -9.5507 eV. Its structure (SMILES) is O=[N+]([O-])N1CCSC1. Its gap between HOMO and LUMO is 10.133 eV.

*b*
Molecular formula: C3H6N2O2S
Method: DFT, the ωB97M-V functional and the def2-TZVPD basis

```
14
Properties=species:S:1:pos:R:3:nbo_charge:R:1
C -0.26750 1.83490 -0.29566 -0.442
N 0.57830 0.59629 -0.18841 -0.186
O 1.51390 0.92933 0.88354 -0.608
C -0.04292 -0.74057 0.09985 0.322
C 1.17490 -1.76551 -0.00745 0.389
O 2.38737 -1.44572 -0.11108 -0.528
N -1.21239 -1.18090 0.32726 -0.598
S -2.74904 -0.47046 0.23831 0.202
H -1.12667 1.36614 -0.75035 0.204
H -0.47942 2.43351 0.73382 0.221
H 0.16548 2.54534 -1.18917 0.219
H 2.48447 0.50567 0.69304 0.503
H 0.97859 -2.93717 -0.03059 0.154
H -3.40506 -1.67084 -0.40312 0.148
```

The net charge is 0. Its spin multiplicity is 1. Its HOMO energy is -9.2186 eV. Its structure (SMILES) is CN(O)/C(C=O)=N\S. Its gap between HOMO and LUMO is 8.734 eV.

Which structure is most stable, and how do the rest compare? From most to least stable: *a*, *b*.

*a*
Molecular formula: C5H8N2O2
Method: DFT, the ωB97M-V functional and the def2-TZVPD basis

```
17
Properties=species:S:1:pos:R:3:nbo_charge:R:1
C 1.49446 -0.48558 0.07378 -0.464
C 1.79591 2.09738 0.21690 -0.379
C 0.30669 -1.43912 -0.40812 -0.198
C 1.11586 0.98988 -0.11067 -0.191
C -1.87538 -0.45621 -0.68016 0.391
N -0.94943 -0.92960 0.11031 -0.656
N -3.02400 -0.00171 -0.10631 0.388
O -3.41402 1.13044 -0.26536 -0.382
O -3.68625 -0.86844 0.37362 -0.380
H 1.58005 -0.73122 1.23280 0.202
H 2.56720 -0.62717 -0.24616 0.244
H 2.71319 2.13694 0.86116 0.188
H 1.54049 3.05221 -0.07286 0.199
H 0.18443 -1.34430 -1.41663 0.202
H 0.44298 -2.50276 0.02463 0.211
H 0.25168 1.06151 -0.75944 0.194
H -1.04389 -1.08223 1.17251 0.430
```

The net charge is 0. Its spin multiplicity is 3. Its HOMO energy (spin up / spin down) is -7.1165 / -9.9211 eV. Its gap between HOMO and LUMO (spin up / spin down) is 7.662 / 7.407 eV.

*b*
Molecular formula: C5H8N2O2
Method: DFT, the ωB97M-V functional and the def2-TZVPD basis

```
17
Properties=species:S:1:pos:R:3:nbo_charge:R:1
C 0.93967 0.28375 -1.16656 -0.256
C 1.97226 1.07425 -0.89188 -0.099
C -0.97784 1.12680 0.32206 0.695
C 0.29878 -0.02144 0.13271 -0.027
C -0.21149 -1.53380 0.27581 -0.606
N 1.37906 0.36389 1.09496 -0.304
N -1.82722 0.99447 -0.71362 -0.839
O -1.13859 1.89697 1.22302 -0.591
O 2.25846 1.27268 0.40892 -0.239
H 0.54772 -0.18632 -2.09224 0.216
H 2.67934 1.70353 -1.53107 0.194
H 0.40457 -1.92548 -0.42326 0.218
H -1.22911 -1.75284 0.19978 0.219
H -0.03286 -1.89129 1.28054 0.231
H 1.16597 0.95877 1.88140 0.381
H -1.80723 0.26755 -1.43139 0.401
H -2.68748 1.56351 -0.79198 0.404
```

The net charge is 0. Its spin multiplicity is 3. Its HOMO energy (spin up / spin down) is -4.4200 / -9.6240 eV. Its gap between HOMO and LUMO (spin up / spin down) is 5.155 / 8.095 eV.

Which structure is most stable, and how do the rest compare? From most to least stable: *b*, *a*.

*a*
Molecular formula: C5H17NO2
Method: DFT, the ωB97M-V functional and the def2-TZVPD basis

```
25
Properties=species:S:1:pos:R:3:nbo_charge:R:1
C 0.67768 -1.91122 -1.36066 -0.414
N 1.82530 -1.31796 -0.78671 -0.643
C 1.33765 -0.35269 0.20385 -0.213
C 0.83512 1.12349 -0.25287 -0.242
C 1.94135 2.24321 -0.23929 -0.618
C -0.24255 1.54570 0.76632 -0.612
H 0.85737 -2.34165 -2.38154 0.197
H 0.43062 -2.80250 -0.81463 0.193
H -0.09870 -1.23069 -1.51469 0.159
H 2.54292 -1.04905 -1.41395 0.369
H 0.43627 -0.83779 0.63167 0.189
H 2.19268 -0.06649 0.92319 0.200
H 0.37934 1.11415 -1.21791 0.193
H 1.44901 3.20598 -0.45798 0.209
H 2.51039 2.44366 0.63930 0.217
H 2.55937 2.10663 -1.17887 0.206
H -0.90222 0.87341 1.04555 0.179
H -0.01475 1.99071 1.84086 0.224
H -0.74604 2.47228 0.17438 0.206
O -3.63074 -2.20219 2.54978 -0.949
H -3.67634 -1.47453 1.83277 0.485
H -2.73376 -2.57451 2.31281 0.463
O -2.87972 -0.35072 -0.13134 -0.944
H -2.05521 0.10946 -0.17480 0.472
H -2.99504 -0.71671 -0.99524 0.473
```

The net charge is 0. Its spin multiplicity is 1. Its HOMO energy is -8.7182 eV. Its structure (SMILES) is CNCC(C)C.O.O. Its gap between HOMO and LUMO is 9.237 eV.

*b*
Molecular formula: C5H17NO2
Method: DFT, the ωB97M-V functional and the def2-TZVPD basis

```
25
Properties=species:S:1:pos:R:3:nbo_charge:R:1
C -1.12521 0.91418 -1.72550 -0.431
N 0.06624 0.19894 -2.09095 -0.637
C 1.16102 0.38781 -1.15994 -0.214
C 1.09249 -0.66249 -0.06539 -0.227
C 2.00874 -0.31580 1.12262 -0.613
C 1.40657 -2.04056 -0.63326 -0.614
H -1.67105 0.47748 -0.87557 0.202
H -0.89102 1.92995 -1.38424 0.157
H -1.97254 0.86258 -2.40225 0.216
H 0.36347 0.38241 -3.03215 0.364
H 2.14872 0.40190 -1.63151 0.195
H 1.14786 1.38529 -0.72551 0.163
H 0.07013 -0.68305 0.31849 0.184
H 2.65624 -1.15308 1.40267 0.211
H 2.72371 0.46998 0.87191 0.204
H 1.44388 -0.00974 1.99464 0.202
H 0.71053 -2.26177 -1.44775 0.228
H 2.46386 -2.15420 -0.86787 0.203
H 1.05616 -2.80004 0.06787 0.204
O -2.02976 0.04201 3.02636 -0.933
H -1.64735 -0.74137 2.61263 0.481
H -1.46956 0.75372 2.69318 0.474
O -3.45046 1.42233 1.07283 -0.987
H -3.18500 0.88675 1.83887 0.497
H -3.07766 2.30678 1.01984 0.472
```

The net charge is 0. Its spin multiplicity is 1. Its HOMO energy is -8.7675 eV. Its structure (SMILES) is CNCC(C)C.O.O. Its gap between HOMO and LUMO is 9.291 eV.

Which structure is most stable, and how do the rest compare? From most to least stable: *b*, *a*.

*a*
Molecular formula: C4H14NO2
Method: DFT, the ωB97M-V functional and the def2-TZVPD basis

```
21
Properties=species:S:1:pos:R:3:nbo_charge:R:1
C 1.54649 1.04105 -0.72782 -0.713
C 0.91034 0.03941 -1.68535 -0.437
C -0.67252 -0.24169 -1.23377 0.142
C -1.73125 -0.58514 -2.02682 -0.449
N -0.67043 -0.12693 0.28004 -0.917
H 2.30843 1.59222 -1.28601 0.235
H 1.02069 1.98462 -0.47498 0.224
H 2.00754 0.54680 0.20837 0.214
H 0.81307 0.29905 -2.68627 0.218
H 1.37939 -0.95600 -1.51392 0.225
H -1.55284 -0.51154 -3.08056 0.229
H -2.67838 -0.80916 -1.48711 0.223
H -1.59988 -0.22923 0.63837 0.400
H -0.41051 0.83782 0.56705 0.465
H -0.11819 -0.91310 0.74151 0.428
H 0.35763 -2.54526 2.80803 0.411
H -0.10330 -3.38132 1.70147 0.453
O 0.17447 -2.46783 1.81928 -1.171
H 0.35450 1.70121 2.63131 0.443
H -0.85376 2.79777 2.56111 0.482
O -0.48147 1.92724 2.24604 -1.106
```

The net charge is 0. Its spin multiplicity is 2. Its HOMO energy (spin up / spin down) is -2.6256 / -10.5706 eV. Its gap between HOMO and LUMO (spin up / spin down) is 3.382 / 11.071 eV.

*b*
Molecular formula: C4H14NO2
Method: DFT, the ωB97M-V functional and the def2-TZVPD basis

```
21
Properties=species:S:1:pos:R:3:nbo_charge:R:1
C 0.10285 0.74728 1.52821 -0.138
O -0.90822 0.36140 2.44173 -0.758
C -0.46386 0.41268 0.14578 -0.169
C 0.47638 0.81566 -1.00274 -0.433
C -0.28155 1.20458 -2.28263 -0.630
N -0.96136 -0.99755 0.13839 -0.974
H 0.50792 1.78277 1.57190 0.188
H 1.08286 0.27971 1.86388 0.177
H -1.04928 1.06164 3.08438 0.486
H -1.41429 0.99748 0.10068 0.209
H 1.19965 1.54543 -0.66815 0.212
H 1.11240 -0.08641 -1.11121 0.210
H 0.44772 1.25447 -3.09533 0.217
H -0.88916 0.30391 -2.48092 0.201
H -0.77108 2.17735 -2.22024 0.217
H -0.13902 -1.64192 0.14662 0.432
H -1.56773 -1.14642 -0.66747 0.308
H -1.41023 -1.17267 1.04407 0.404
H 1.51908 -3.40659 0.69606 0.461
H 2.08438 -1.94799 0.49081 0.459
O 1.32253 -2.54481 0.27617 -1.079
```

The net charge is 0. Its spin multiplicity is 2. Its HOMO energy (spin up / spin down) is -2.6250 / -10.9959 eV. Its gap between HOMO and LUMO (spin up / spin down) is 3.257 / 11.483 eV.

Which structure is most stable, and how do the rest compare? From most to least stable: *b*, *a*.

*a*
Molecular formula: C4H5N
Method: DFT, the ωB97M-V functional and the def2-TZVPD basis

```
10
Properties=species:S:1:pos:R:3:nbo_charge:R:1
C 0.56649 0.92785 -0.25988 -0.356
C 1.11146 -0.25687 0.26930 -0.253
C 0.16378 -1.20747 0.51419 -0.122
N -1.18650 -0.46754 0.01118 -0.572
C -0.78825 0.78400 -0.33896 -0.005
H 1.11708 1.79286 -0.57367 0.220
H 2.16367 -0.43801 0.47380 0.225
H 0.55482 -2.25110 0.37844 0.234
H -2.22702 -0.48064 0.11100 0.420
H -1.47553 1.59692 -0.58539 0.209
```

The net charge is 0. Its spin multiplicity is 1. Its HOMO energy is -8.2523 eV. Its structure (SMILES) is c1cc[nH]c1. Its gap between HOMO and LUMO is 9.380 eV.

*b*
Molecular formula: C4H5N
Method: DFT, the ωB97M-V functional and the def2-TZVPD basis

```
10
Properties=species:S:1:pos:R:3:nbo_charge:R:1
N 1.54796 0.85636 -0.20107 -0.504
C 1.26467 -0.06790 0.56839 0.524
C 0.37302 -0.97622 0.92878 -0.539
C -0.63818 -0.48533 -0.13530 -0.378
C 0.03081 0.89559 -0.58085 -0.186
H 0.22167 -1.52030 1.84444 0.253
H -1.61709 -0.29672 0.31741 0.215
H -0.79819 -1.16668 -0.98078 0.199
H -0.44877 1.75022 -0.09831 0.198
H 0.06409 1.01098 -1.66272 0.218
```

The net charge is 0. Its spin multiplicity is 1. Its HOMO energy is -7.7821 eV. Its gap between HOMO and LUMO is 7.789 eV.

Which structure is most stable, and how do the rest compare? From most to least stable: *a*, *b*.